<w>
# C7H11N2

A gas-phase ion, C7H11N2 (charge +1) (the ωB97M-V functional and the def2-TZVPD basis, the OMol25 dataset).

Output
* SMILES string: C=C1C=[NH+]C=C1CNC
* charge: +1
* frontier orbital gap: 6.75 eV
* HOMO level: -12.38 eV

Last columns: bonded neighbours and bond lengths (Å).
Atoms and positions in Å:
1 C -0.64 -0.22 -1.87  C2 1.350, H10 1.070, H11 1.157
2 C -1.15 0.15 -0.68  C1 1.350, C3 1.437, C6 1.375
3 C -2.52 0.59 -0.60  C2 1.437, N4 1.319, H12 1.073
4 N -2.87 0.59 0.67  C3 1.319, C5 1.410, H13 1.004
5 C -1.69 0.33 1.41  N4 1.410, C6 1.346, H14 1.030
6 C -0.64 0.11 0.60  C2 1.375, C5 1.346, C7 1.446
7 C 0.69 -0.33 0.92  C6 1.446, N8 1.445, H15 1.095, H16 1.084
8 N 1.62 0.19 -0.06  C7 1.445, C9 1.428, H17 0.991
9 C 2.94 -0.34 -0.16  N8 1.428, H18 1.092, H19 1.159, H20 1.148
10 H 0.37 -0.56 -1.71  C1 1.070
11 H -1.41 -0.30 -2.73  C1 1.157
12 H -3.08 0.92 -1.45  C3 1.073
13 H -3.76 0.70 1.11  N4 1.004
14 H -1.74 0.17 2.43  C5 1.030
15 H 1.04 -0.06 1.92  C7 1.095
16 H 0.86 -1.40 0.88  C7 1.084
17 H 1.75 1.17 -0.05  N8 0.991
18 H 3.59 -0.46 0.71  C9 1.092
19 H 3.08 -1.47 -0.38  C9 1.159
20 H 3.57 0.22 -0.94  C9 1.148

---

<x>
# C7H11N2

A gas-phase ion, C7H11N2 (charge +1) (the ωB97M-V functional and the def2-TZVPD basis, the OMol25 dataset).

Output
* charge: +1
* frontier orbital gap: 8.37 eV
* HOMO level: -12.12 eV

Last columns: bonded neighbours and bond lengths (Å).
Atoms and positions in Å:
1 C -1.06 -0.72 1.56  C2 1.399, C4 1.446, H10 1.029
2 C -1.56 0.09 2.59  C1 1.399, N8 1.373, H11 1.017
3 C -0.39 1.49 1.23  C4 1.384, N8 1.375, H12 0.998
4 C -0.40 0.21 0.68  C1 1.446, C3 1.384, C6 1.443
5 C 0.26 -1.88 -1.11  N9 1.452, H13 1.129, H14 1.032
6 C 0.38 0.09 -0.52  C4 1.443, C7 1.463, N9 1.476
7 C 0.32 1.08 -1.60  C6 1.463, H15 1.166, H16 1.085, H17 1.106
8 N -1.08 1.37 2.41  C2 1.373, C3 1.375, H18 1.054
9 N 1.31 -1.05 -0.54  C5 1.452, C6 1.476, H19 1.035, H20 1.056
10 H -1.28 -1.69 1.28  C1 1.029
11 H -2.16 -0.35 3.28  C2 1.017
12 H 0.04 2.34 0.93  C3 0.998
13 H -0.45 -2.62 -0.64  C5 1.129
14 H 0.24 -2.08 -2.12  C5 1.032
15 H -0.76 1.45 -1.84  C7 1.166
16 H 0.82 0.65 -2.46  C7 1.085
17 H 1.02 1.90 -1.35  C7 1.106
18 H -1.31 2.21 3.00  N8 1.054
19 H 1.48 -1.23 0.46  N9 1.035
20 H 2.30 -1.09 -0.91  N9 1.056

---

<y>
# C7H11N2

2 unconnected molecules or ions with the total composition C7H11N2 (the ωB97M-V functional and the def2-TZVPD basis, the OMol25 dataset).

Output
* charge: +1
* frontier orbital gap: 8.85 eV
* HOMO level: -12.37 eV

Last columns: bonded neighbours and bond lengths (Å).
Atoms and positions in Å:
1 C 1.33 -2.01 -0.89  N8 1.318, N9 1.326, H10 1.093
2 C 0.74 2.67 -0.11  C3 1.313, H11 1.067, H12 1.114
3 C -0.38 2.14 0.34  C2 1.313, C7 1.398, H13 1.036
4 C -1.44 -1.54 -0.09  C5 1.517, C6 1.512, H14 1.085, H15 1.155
5 C -0.69 -1.01 -1.29  C4 1.517, C6 1.512, N9 1.426, H16 1.092
6 C -0.20 -0.70 0.10  C4 1.512, C5 1.512, N8 1.426
7 C -0.32 1.08 1.26  C3 1.398, H17 1.080, H18 1.089
8 N 1.03 -1.40 0.25  C1 1.318, C6 1.426, H19 1.012
9 N 0.41 -1.75 -1.81  C1 1.326, C5 1.426, H20 1.051
10 H 2.22 -2.60 -1.14  C1 1.093
11 H 0.80 3.51 -0.76  C2 1.067
12 H 1.77 2.40 0.21  C2 1.114
13 H -1.27 2.54 0.02  C3 1.036
14 H -2.46 -1.20 0.07  C4 1.085
15 H -1.17 -2.59 0.30  C4 1.155
16 H -1.07 -0.19 -1.91  C5 1.092
17 H 0.61 0.88 1.75  C7 1.080
18 H -1.16 1.26 1.93  C7 1.089
19 H 1.62 -1.06 0.99  N8 1.012
20 H 0.46 -2.06 -2.81  N9 1.051

---

We find <w> to be the most stable, with the next structure 134.8 kJ/mol higher.

---

<w>
# C4H16N2O2

2 unconnected molecules or ions with the total composition C4H16N2O2 (the ωB97M-V functional and the def2-TZVPD basis, the OMol25 dataset).

Output
* charge: +2
* frontier orbital gap: 12.44 eV
* HOMO level: -18.97 eV

Last columns: bonded neighbours and bond lengths (Å).
Atoms and positions in Å:
1 C -1.76 -0.32 0.66  O2 1.427, C3 1.518, H8 1.098, H9 1.099
2 O -1.20 -1.60 0.92  C1 1.427, H10 0.961
3 C -1.22 0.15 -0.68  C1 1.518, C4 1.526, N7 1.539, H11 1.091
4 C 0.29 0.28 -0.79  C3 1.526, C5 1.559, H12 1.091, H13 1.094
5 C 0.96 -1.12 -0.72  C4 1.559, N6 1.513, H14 1.085, H15 1.086
6 N 1.49 -1.35 0.68  C5 1.513, H16 1.025, H17 1.020, H18 1.023
7 N -1.79 1.57 -0.87  C3 1.539, H19 1.025, H20 1.023, H21 1.022
8 H -2.86 -0.33 0.67  C1 1.098
9 H -1.52 0.37 1.48  C1 1.099
10 H -1.85 -2.08 1.44  O2 0.961
11 H -1.58 -0.59 -1.40  C3 1.091
12 H 0.74 0.91 -0.02  C4 1.091
13 H 0.62 0.69 -1.75  C4 1.094
14 H 1.78 -1.12 -1.44  C5 1.085
15 H 0.23 -1.91 -0.90  C5 1.086
16 H 0.70 -1.53 1.30  N6 1.025
17 H 2.09 -0.55 0.87  N6 1.020
18 H 2.13 -2.14 0.65  N6 1.023
19 H -2.08 1.78 -1.83  N7 1.025
20 H -2.65 1.70 -0.32  N7 1.023
21 H -1.09 2.27 -0.61  N7 1.022
22 H 2.88 1.58 1.67  O24 0.968
23 H 3.15 1.91 0.20  O24 0.966
24 O 2.53 1.44 0.78  H22 0.968, H23 0.966

---

<x>
# C4H16N2O2

3 unconnected molecules or ions with the total composition C4H16N2O2 (the ωB97M-V functional and the def2-TZVPD basis, the OMol25 dataset).

Output
* charge: +2
* frontier orbital gap: 11.85 eV
* HOMO level: -18.37 eV

Last columns: bonded neighbours and bond lengths (Å).
Atoms and positions in Å:
1 C -0.28 -0.57 -0.15  C2 1.557, N6 1.493, H7 1.073, H8 1.083
2 C -0.95 0.83 0.00  C1 1.557, C3 1.512, H9 1.093, H10 1.088
3 C -1.71 1.02 1.29  C2 1.512, C4 1.310, N5 1.489
4 C -1.18 1.18 2.47  C3 1.310, H11 1.076, H12 1.080
5 N -3.20 1.11 1.19  C3 1.489, H13 1.024, H14 1.032, H15 1.019
6 N 1.16 -0.46 -0.50  C1 1.493, H16 1.044, H17 1.068, H18 1.017
7 H -0.38 -1.11 0.77  C1 1.073
8 H -0.72 -1.17 -0.94  C1 1.083
9 H -0.16 1.58 0.05  C2 1.093
10 H -1.55 1.02 -0.89  C2 1.088
11 H -1.64 1.14 3.44  C4 1.076
12 H -0.11 1.30 2.60  C4 1.080
13 H -3.66 0.22 0.97  N5 1.024
14 H -3.49 1.83 0.51  N5 1.032
15 H -3.57 1.51 2.04  N5 1.019
16 H 1.75 -1.30 -0.30  N6 1.044
17 H 1.32 -0.43 -1.56  N6 1.068
18 H 1.60 0.33 -0.03  N6 1.017
19 H 3.48 -3.14 0.22  O21 0.970
20 H 3.65 -2.22 -1.00  O21 0.966
21 O 3.10 -2.37 -0.22  H19 0.970, H20 0.966
22 H 2.38 0.66 -3.13  O24 0.969
23 H 1.99 -0.70 -3.83  O24 0.963
24 O 2.14 -0.26 -2.99  H22 0.969, H23 0.963

---

We find <w> to be the most stable, with the next structure 16.4 kJ/mol higher.

---

<w>
# C2H2FO3S

2 unconnected molecules or ions with the total composition C2H2FO3S (the ωB97M-V functional and the def2-TZVPD basis, the OMol25 dataset).

Output
* charge: -1
* frontier orbital gap: 7.48 eV
* HOMO level: -3.69 eV

Last columns: bonded neighbours and bond lengths (Å).
Atoms and positions in Å:
1 C -1.98 -0.13 -0.58  H8 1.204, H9 1.087
2 C -0.05 -0.82 0.28  O4 1.441, F6 1.391, S7 1.767
3 O 2.55 -0.09 -0.21  S7 1.448
4 O 0.64 -0.23 1.41  C2 1.441, S7 1.665
5 O 1.11 1.85 0.02  S7 1.457
6 F 0.52 -1.98 -0.23  C2 1.391
7 S 1.20 0.40 -0.03  C2 1.767, O3 1.448, O4 1.665, O5 1.457
8 H -1.46 0.87 -0.99  C1 1.204
9 H -2.53 0.14 0.33  C1 1.087

---

<x>
# C2H2FO3S

2 unconnected molecules or ions with the total composition C2H2FO3S (the ωB97M-V functional and the def2-TZVPD basis, the OMol25 dataset).

Output
* charge: -1
* frontier orbital gap (spin up / spin down): 6.07 / 6.07 eV
* HOMO level (spin up / spin down): -3.38 / -3.38 eV

Last columns: bonded neighbours and bond lengths (Å).
Atoms and positions in Å:
1 C -0.67 1.27 -0.90  C2 1.358, O4 1.214, F6 1.464
2 C 0.40 0.97 -0.11  C1 1.358, H8 1.074, H9 1.075
3 O 1.03 -2.81 -0.03  S7 1.455
4 O -0.96 1.07 -2.06  C1 1.214
5 O 0.18 -2.16 2.15  S7 1.456
6 F -1.68 2.00 -0.13  C1 1.464
7 S 0.00 -2.09 0.71  O3 1.455, O5 1.456
8 H 0.45 1.28 0.91  C2 1.074
9 H 1.26 0.48 -0.54  C2 1.075

---

<y>
# C2H2FO3S

A gas-phase ion, C2H2FO3S (charge -1) (the ωB97M-V functional and the def2-TZVPD basis, the OMol25 dataset).

Output
* charge: -1
* frontier orbital gap: 8.59 eV
* HOMO level: -4.48 eV

Last columns: bonded neighbours and bond lengths (Å).
Atoms and positions in Å:
1 C -0.45 1.14 0.16  C2 1.292, H8 1.074, H9 1.063
2 C 0.06 0.33 1.03  C1 1.292, O5 1.455, F6 1.317
3 O 1.49 -1.23 -1.69  S7 1.468
4 O -0.82 -1.26 -1.33  S7 1.466
5 O 0.61 -1.01 0.91  C2 1.455, S7 1.871
6 F 0.07 0.65 2.30  C2 1.317
7 S 0.45 -1.76 -0.80  O3 1.468, O4 1.466, O5 1.871
8 H -0.70 2.18 0.28  C1 1.074
9 H -0.70 0.96 -0.86  C1 1.063

---

We find <x> to be the most stable, with the next structure 60.2 kJ/mol higher.

---

<w>
# C5H12N2

A single C5H12N2 molecule (the ωB97M-V functional and the def2-TZVPD basis, the OMol25 dataset).

Output
* SMILES string: C/C(=C/N)CCN
* frontier orbital gap: 6.96 eV
* HOMO level: -6.39 eV

Last columns: bonded neighbours and bond lengths (Å).
Atoms and positions in Å:
1 C 1.51 -0.30 1.86  C2 1.499, H8 1.103, H9 1.089, H10 1.093
2 C 0.54 -0.52 0.74  C1 1.499, C3 1.409, C5 1.531
3 C 0.68 -1.57 -0.19  C2 1.409, N4 1.372, H11 1.091
4 N 0.89 -1.21 -1.50  C3 1.372, H12 1.008, H13 1.022
5 C -0.73 0.34 0.70  C2 1.531, C6 1.576, H14 1.092, H15 1.086
6 C -0.85 1.38 -0.48  C5 1.576, N7 1.450, H16 1.088, H17 1.097
7 N -1.98 1.20 -1.36  C6 1.450, H18 1.009, H19 1.010
8 H 1.09 -0.57 2.85  C1 1.103
9 H 2.43 -0.88 1.83  C1 1.089
10 H 1.82 0.74 1.89  C1 1.093
11 H 0.25 -2.57 -0.12  C3 1.091
12 H 1.27 -0.30 -1.70  N4 1.008
13 H 0.25 -1.48 -2.26  N4 1.022
14 H -1.55 -0.37 0.57  C5 1.092
15 H -0.76 0.84 1.67  C5 1.086
16 H 0.10 1.36 -1.01  C6 1.088
17 H -0.83 2.32 0.08  C6 1.097
18 H -1.69 1.30 -2.32  N7 1.009
19 H -2.44 0.31 -1.25  N7 1.010

---

<x>
# C5H12N2

A single C5H12N2 molecule (the ωB97M-V functional and the def2-TZVPD basis, the OMol25 dataset).

Output
* SMILES string: CN/C=C\CCN
* frontier orbital gap: 9.95 eV
* HOMO level: -8.96 eV

Last columns: bonded neighbours and bond lengths (Å).
Atoms and positions in Å:
1 C 2.08 -0.96 -1.54  N2 1.491, H8 1.094, H9 1.093, H10 1.083
2 N 1.16 0.10 -2.01  C1 1.491, C3 1.419, H11 1.009
3 C -0.20 -0.17 -1.71  N2 1.419, C4 1.344, H12 1.083
4 C -0.78 -0.01 -0.51  C3 1.344, C5 1.512, H13 1.087
5 C -0.13 0.62 0.70  C4 1.512, C6 1.563, H14 1.094, H15 1.093
6 C -1.18 0.85 1.83  C5 1.563, N7 1.479, H16 1.080, H17 1.105
7 N -1.27 -0.31 2.76  C6 1.479, H18 1.018, H19 1.015
8 H 3.00 -0.60 -2.01  C1 1.094
9 H 2.25 -1.00 -0.46  C1 1.093
10 H 1.90 -1.98 -1.88  C1 1.083
11 H 1.39 0.98 -1.56  N2 1.009
12 H -0.87 -0.54 -2.48  C3 1.083
13 H -1.85 -0.17 -0.39  C4 1.087
14 H 0.16 1.67 0.57  C5 1.094
15 H 0.72 0.03 1.05  C5 1.093
16 H -0.88 1.67 2.46  C6 1.080
17 H -2.22 0.95 1.47  C6 1.105
18 H -0.41 -0.30 3.29  N7 1.018
19 H -1.24 -1.19 2.26  N7 1.015

---

We find <x> to be the most stable, with the next structure 198.0 kJ/mol higher.

---

<w>
# CH3N2OP

A single CH3N2OP molecule (the ωB97M-V functional and the def2-TZVPD basis, the OMol25 dataset).

Output
* ⟨S²⟩: 2.01
* 2S+1: 3
* frontier orbital gap (spin up / spin down): 7.16 / 6.71 eV
* HOMO level (spin up / spin down): -6.27 / -9.91 eV

Last columns: bonded neighbours and bond lengths (Å).
Atoms and positions in Å:
1 C -0.59 -0.29 0.60  N2 1.436, N3 1.411, H6 1.087, H7 1.091
2 N -0.91 -0.78 -0.71  C1 1.436, N3 1.532, H8 1.019
3 N 0.28 0.13 -0.43  C1 1.411, N2 1.532, P5 1.652
4 O 1.87 1.96 0.12  P5 1.456
5 P 1.38 1.21 -1.03  N3 1.652, O4 1.456
6 H -1.28 0.45 1.00  C1 1.087
7 H -0.18 -0.96 1.35  C1 1.091
8 H -0.57 -1.73 -0.88  N2 1.019

---

<x>
# CH3N2OP

A single CH3N2OP molecule (the ωB97M-V functional and the def2-TZVPD basis, the OMol25 dataset).

Output
* ⟨S²⟩: 2.01
* 2S+1: 3
* frontier orbital gap (spin up / spin down): 7.12 / 8.42 eV
* HOMO level (spin up / spin down): -6.49 / -10.19 eV

Last columns: bonded neighbours and bond lengths (Å).
Atoms and positions in Å:
1 C -0.69 0.51 -0.97  N2 1.464, N3 1.424, H6 1.094, H7 1.023
2 N -0.59 -0.07 0.37  C1 1.464, N3 1.381, P5 1.977, H8 1.025
3 N -0.75 -0.89 -0.72  C1 1.424, N2 1.381
4 O -1.67 -0.43 2.88  P5 1.466
5 P -2.05 0.28 1.66  N2 1.977, O4 1.466
6 H -1.67 1.00 -1.01  C1 1.094
7 H 0.23 0.80 -1.31  C1 1.023
8 H 0.35 -0.28 0.73  N2 1.025

---

We find <x> to be the most stable, with the next structure 100.8 kJ/mol higher.